ORCA calculation (ωB97M-V/def2-TZVPD) on an isolated ion of composition C5H10N3 and charge +1.

XYZ file:
```
18
Properties=species:S:1:pos:R:3:mulliken_charge:R:1
N -0.340 2.200 -0.378 -0.244
C 0.938 1.778 0.332 -0.547
C 0.728 0.503 1.076 -0.427
C 0.104 -0.605 0.187 0.340
C 0.504 -1.973 0.180 -0.579
N -0.498 -2.666 -0.336 -0.099
C -1.365 -1.784 -0.977 -0.332
N -0.980 -0.525 -0.647 -0.491
H -0.972 2.673 0.170 0.333
H -0.301 2.353 -1.449 0.432
H -0.882 1.335 -0.679 0.275
H 1.669 1.530 -0.578 0.308
H 1.214 2.627 0.931 0.372
H 1.722 -0.028 1.471 0.301
H -0.049 0.628 1.888 0.247
H 1.369 -2.429 0.549 0.448
H -0.700 -3.602 -0.041 0.252
H -2.160 -2.015 -1.697 0.413
```

Summary:
E = -360.501636 hartree
charge = +1
energy above the lowest of the compared OMol25 structures with the same formula, charge and spin = 192.88 kJ/mol
HOMO level = -12.2880 eV
orbital gap = 9.14 eV
SMILES = [NH3+]CCc1c[nH]cn1
multiplicity = 1

ORCA calculation (ωB97M-V/def2-TZVPD) on one molecule with the formula C4H6N2O.

XYZ file:
```
13
Properties=species:S:1:pos:R:3:mulliken_charge:R:1
N -2.332 -0.141 0.155 -0.591
C -0.947 0.113 0.072 0.043
C -0.287 1.274 -0.218 -0.548
C 1.118 0.994 -0.261 -0.433
C 1.252 -0.339 0.021 0.285
O 2.324 -1.165 0.142 -0.530
N 0.019 -0.885 0.205 -0.082
H -2.692 -0.590 -0.681 0.257
H -2.583 -0.702 0.962 0.267
H -0.766 2.229 -0.391 0.404
H 1.918 1.694 -0.471 0.375
H 3.114 -0.656 -0.076 0.337
H -0.137 -1.823 0.542 0.213
```

Summary:
E = -340.760855 hartree
charge = 0
energy above the lowest of the compared OMol25 structures with the same formula, charge and spin = 89.41 kJ/mol
HOMO level = -7.5316 eV
orbital gap = 8.34 eV
SMILES = Nc1ccc(O)[nH]1
multiplicity = 1

Please write out number 1 again, unchanged.
ORCA calculation (ωB97M-V/def2-TZVPD) on an isolated ion of composition C5H10N3 and charge +1.

XYZ file:
```
18
Properties=species:S:1:pos:R:3:mulliken_charge:R:1
N -0.340 2.200 -0.378 -0.244
C 0.938 1.778 0.332 -0.547
C 0.728 0.503 1.076 -0.427
C 0.104 -0.605 0.187 0.340
C 0.504 -1.973 0.180 -0.579
N -0.498 -2.666 -0.336 -0.099
C -1.365 -1.784 -0.977 -0.332
N -0.980 -0.525 -0.647 -0.491
H -0.972 2.673 0.170 0.333
H -0.301 2.353 -1.449 0.432
H -0.882 1.335 -0.679 0.275
H 1.669 1.530 -0.578 0.308
H 1.214 2.627 0.931 0.372
H 1.722 -0.028 1.471 0.301
H -0.049 0.628 1.888 0.247
H 1.369 -2.429 0.549 0.448
H -0.700 -3.602 -0.041 0.252
H -2.160 -2.015 -1.697 0.413
```

Summary:
E = -360.501636 hartree
charge = +1
energy above the lowest of the compared OMol25 structures with the same formula, charge and spin = 192.88 kJ/mol
HOMO level = -12.2880 eV
orbital gap = 9.14 eV
SMILES = [NH3+]CCc1c[nH]cn1
multiplicity = 1